A structure of composition C22H33NO3P2Pt. Source: OMol25; level of theory: ωB97M-V/def2-TZVPD.

The geometry in XYZ format:
```
62
Properties=species:S:1:pos:R:3:forces:R:3
C -0.8667 2.5780 -5.1044 -1.38 -0.56 -0.06
C 0.1762 3.1201 -5.7967 1.46 0.61 -0.49
H -1.7920 3.1403 -4.9957 0.04 -0.24 -0.12
H -0.8728 1.5350 -4.7909 0.01 0.49 0.08
C 1.4791 2.5294 -5.6528 -0.14 0.49 -1.24
C 1.7194 1.6628 -4.6260 0.75 0.18 0.19
H 1.0620 1.5971 -3.7727 0.09 -0.30 -0.14
H 2.6797 1.1477 -4.6116 -0.23 0.06 0.21
C -0.0361 4.2928 -6.7200 -0.38 0.21 0.43
H -1.0613 4.6607 -6.6024 0.22 -0.07 -0.18
H 0.1144 4.0199 -7.7728 0.02 -0.10 0.25
H 0.6409 5.1298 -6.5021 0.02 -0.30 0.00
C 2.5739 2.8928 -6.6277 0.11 -0.30 0.02
H 2.8246 3.9612 -6.5867 -0.16 -0.20 0.07
H 2.2945 2.6650 -7.6672 -0.06 0.10 0.30
H 3.4800 2.3269 -6.3900 -0.14 0.18 -0.09
Pt -0.0743 -0.6258 1.7275 -0.03 0.17 0.35
O -0.6387 0.2241 -0.0871 -0.61 0.16 1.41
C -0.1910 -0.1631 -1.2053 -0.33 0.54 -2.12
O 1.6755 -1.0866 0.7341 0.81 -1.24 -1.70
C 1.3921 -1.7830 -0.2900 -0.53 1.53 0.23
O 1.9640 -2.9372 -0.5540 -0.40 0.16 -0.58
N 0.4903 -1.3977 -1.2485 1.02 -1.08 0.02
C 1.4091 -3.4243 -1.8352 0.31 -0.68 0.25
C 0.6543 -2.2612 -2.4347 -0.18 0.90 0.02
H 0.7266 -4.2554 -1.6350 0.34 0.06 0.24
H 2.2588 -3.7634 -2.4308 -0.22 0.03 0.13
H -0.3236 -2.5331 -2.8473 0.28 -0.02 0.10
H 1.2473 -1.7468 -3.2042 -0.18 -0.04 0.15
C -0.3708 0.6385 -2.3879 0.28 -2.08 1.15
C -0.8776 1.8932 -2.2623 -0.72 0.63 0.52
H -0.1802 0.1380 -3.3411 0.44 0.32 0.26
H -1.4264 2.1394 -1.3488 0.59 0.26 -0.27
H -0.7307 2.6743 -2.9986 -0.30 -0.02 0.05
C -2.6541 -2.5149 2.5689 0.03 -0.08 -0.25
P -1.9273 -0.8800 2.8473 -0.43 0.25 1.01
C -3.2030 0.3332 2.5080 -0.27 0.16 0.04
C -1.5900 -0.8583 4.6531 0.35 -0.06 -0.09
C -2.5733 -0.8415 5.6422 0.10 0.00 0.06
C -2.2043 -0.8743 6.9919 -0.09 0.02 -0.26
C -0.8582 -0.9377 7.3503 0.25 0.02 -0.19
C 0.1345 -0.9728 6.3642 -0.26 -0.02 -0.02
C -0.2356 -0.9373 5.0185 -0.11 0.04 -0.18
P 0.9665 -0.9842 3.6420 -0.50 -0.13 1.03
C 2.1784 0.3067 4.0049 0.07 0.15 -0.26
C 1.8604 -2.5422 3.7560 0.15 -0.19 -0.01
H -2.7970 -2.6515 1.4897 -0.06 -0.08 0.24
H -3.6178 -2.6027 3.0853 0.19 0.04 -0.10
H -1.9672 -3.2827 2.9465 -0.19 0.18 -0.12
H -4.0961 0.1294 3.1129 0.14 0.13 -0.21
H -2.8004 1.3243 2.7539 -0.19 -0.21 -0.10
H -3.4536 0.2929 1.4386 0.04 0.05 0.30
H -3.6242 -0.8067 5.3587 0.16 0.04 0.17
H -2.9793 -0.8422 7.7596 0.27 -0.04 -0.22
H -0.5656 -0.9563 8.3991 -0.13 0.00 -0.24
H 1.1891 -1.0223 6.6392 -0.29 0.00 0.03
H 2.7478 0.0485 4.9059 -0.10 0.02 -0.21
H 2.8552 0.3850 3.1439 -0.05 0.05 0.27
H 1.6694 1.2646 4.1623 0.11 -0.21 -0.10
H 2.5744 -2.5022 4.5877 -0.12 -0.06 -0.20
H 1.1586 -3.3649 3.9289 0.12 0.14 -0.10
H 2.3922 -2.6991 2.8096 -0.03 -0.03 0.26
```
Positions in Å, forces in eV/Å.

Total energy: -52790.6480 eV
Molar mass: 616.54 g/mol
Spin multiplicity: 3
Kohn-Sham gap (alpha / beta): 4.8414 / 5.3546 eV
Total charge: +2